(1)
{"formula": "C3H3N3", "method": "the ωB97M-V functional and the def2-TZVPD basis", "total_charge": 0, "gap_ev": 9.8, "e_above_lowest_kcal_mol": 56.0, "lumo_ev": -0.21, "total_energy_ev": -7627.1232, "molar_mass_da": 81.1, "largest_force_ev_per_a": 0.7, "smiles": "c1cnnnc1", "symbols": ["C", "C", "N", "N", "N", "C", "H", "H", "H"], "coordinates": [[0.077, -0.191, 0.881], [-0.674, -0.924, -0.020], [-1.108, -0.363, -1.152], [-0.686, 0.823, -1.501], [0.441, 1.252, -0.976], [0.830, 0.750, 0.195], [0.140, -0.378, 1.948], [-0.843, -1.989, 0.090], [1.822, 1.021, 0.535]], "mulliken_charge": [-0.240, -0.097, -0.159, -0.355, -0.192, -0.085, 0.335, 0.395, 0.397]}

(2)
{"formula": "C3H3N3", "method": "the ωB97M-V functional and the def2-TZVPD basis", "total_charge": 0, "gap_ev": 8.1, "e_above_lowest_kcal_mol": 95.0, "lumo_ev": -0.03, "total_energy_ev": -7625.4285, "molar_mass_da": 81.1, "largest_force_ev_per_a": 3.1, "symbols": ["C", "C", "C", "N", "N", "N", "H", "H", "H"], "coordinates": [[0.289, 2.173, -0.474], [0.173, 0.047, 0.536], [-0.147, -1.185, 0.248], [0.505, 1.244, 0.513], [-0.248, 1.557, -1.497], [-0.630, 0.549, -1.926], [0.248, 3.178, -0.339], [0.335, -1.743, -0.463], [-0.758, -1.783, 0.952]], "mulliken_charge": [-0.147, 0.688, -0.883, -0.457, 0.362, -0.474, 0.374, 0.321, 0.216]}

(3)
{"formula": "C3H3N3O", "method": "the ωB97M-V functional and the def2-TZVPD basis", "total_charge": 0, "gap_ev": 8.0, "e_above_lowest_kcal_mol": 75.8, "lumo_ev": -1.51, "total_energy_ev": -9674.1660, "molar_mass_da": 97.1, "largest_force_ev_per_a": 6.8, "smiles": "O/C=C1\\N=CN=N1", "symbols": ["O", "C", "C", "N", "C", "N", "N", "H", "H", "H"], "coordinates": [[-2.321, 0.296, -0.056], [-1.441, -0.736, 0.118], [-0.034, -0.483, -0.071], [0.347, 0.883, -0.158], [1.683, 0.775, 0.082], [2.031, -0.479, -0.017], [1.111, -1.273, -0.107], [-1.935, 1.141, -0.039], [-1.817, -1.825, 0.053], [2.376, 1.701, 0.194]], "mulliken_charge": [-0.425, -0.055, 0.561, -0.519, 0.067, -0.247, -0.418, 0.392, 0.320, 0.323]}

(4)
{"formula": "C3H3N3O", "method": "the ωB97M-V functional and the def2-TZVPD basis", "total_charge": 0, "gap_ev": 10.3, "e_above_lowest_kcal_mol": 91.5, "lumo_ev": 0.71, "total_energy_ev": -9673.4877, "molar_mass_da": 97.1, "largest_force_ev_per_a": 1.2, "symbols": ["O", "C", "N", "C", "N", "C", "N", "H", "H", "H"], "coordinates": [[-1.017, 2.165, -1.667], [-0.521, 1.843, -0.613], [-0.055, 0.560, -0.399], [-0.159, -2.056, -0.839], [0.267, -2.523, 0.129], [0.832, -0.323, 1.651], [0.405, 0.272, 0.757], [-0.412, 2.551, 0.232], [-0.547, -1.599, -1.724], [1.208, -0.889, 2.474]], "mulliken_charge": [-0.515, 0.031, -0.406, 0.198, -0.462, -0.146, 0.179, 0.344, 0.284, 0.492]}

(5)
{"formula": "C3H3N3O", "method": "the ωB97M-V functional and the def2-TZVPD basis", "total_charge": 0, "gap_ev": 9.7, "e_above_lowest_kcal_mol": 80.3, "lumo_ev": -0.28, "total_energy_ev": -9673.9731, "molar_mass_da": 97.1, "largest_force_ev_per_a": 1.3, "smiles": "N#CN/N=C\\C=O", "symbols": ["N", "C", "N", "N", "C", "C", "O", "H", "H", "H"], "coordinates": [[0.362, -1.368, 1.400], [0.940, -0.420, 1.045], [1.100, 0.851, 0.669], [-0.064, 1.469, 0.170], [-0.937, 0.652, -0.274], [-0.659, -0.782, -0.705], [0.329, -0.989, -1.370], [1.967, 1.215, 0.301], [-1.898, 1.080, -0.554], [-1.436, -1.546, -0.547]], "mulliken_charge": [-0.440, 0.362, 0.007, -0.499, -0.004, -0.012, -0.430, 0.281, 0.389, 0.346]}

(6)
{"formula": "C3H3N3O", "method": "the ωB97M-V functional and the def2-TZVPD basis", "total_charge": 0, "gap_ev": 9.0, "e_above_lowest_kcal_mol": 49.7, "lumo_ev": -1.16, "total_energy_ev": -9675.2977, "molar_mass_da": 97.1, "largest_force_ev_per_a": 3.1, "smiles": "O/C=C1\\N=CN=N1", "symbols": ["O", "C", "C", "N", "C", "N", "N", "H", "H", "H"], "coordinates": [[-2.309, 0.806, -0.639], [-1.000, 0.897, -0.853], [-0.001, 0.240, -0.217], [-0.214, -0.518, 0.922], [0.943, -1.005, 1.190], [1.934, -0.615, 0.263], [1.279, 0.057, -0.650], [-2.389, 0.373, 0.276], [-0.862, 1.526, -1.694], [1.080, -1.601, 2.059]], "mulliken_charge": [-0.462, -0.090, 0.543, -0.529, -0.053, -0.350, -0.297, 0.401, 0.407, 0.431]}

(7)
{"formula": "C3H3N3O", "method": "the ωB97M-V functional and the def2-TZVPD basis", "total_charge": 0, "gap_ev": 9.3, "e_above_lowest_kcal_mol": 72.7, "lumo_ev": 0.04, "total_energy_ev": -9674.3002, "molar_mass_da": 97.1, "largest_force_ev_per_a": 3.0, "smiles": "Oc1cnncn1", "symbols": ["O", "C", "C", "N", "N", "C", "N", "H", "H", "H"], "coordinates": [[2.202, -0.439, 0.120], [0.950, 0.076, 0.031], [0.427, 1.319, -0.084], [-1.187, 1.444, -0.160], [-1.928, 0.460, -0.112], [-1.253, -0.957, 0.024], [0.012, -1.106, 0.084], [2.010, -1.401, 0.187], [0.809, 2.357, -0.147], [-2.042, -1.753, 0.057]], "mulliken_charge": [-0.500, 0.552, -0.486, -0.162, -0.225, 0.090, -0.467, 0.433, 0.411, 0.354]}

(8)
{"formula": "C3H3N3O", "method": "the ωB97M-V functional and the def2-TZVPD basis", "total_charge": 0, "gap_ev": 9.0, "e_above_lowest_kcal_mol": 65.4, "lumo_ev": -0.83, "total_energy_ev": -9674.6187, "molar_mass_da": 97.1, "largest_force_ev_per_a": 2.8, "smiles": "O/C=C1\\C=NN=N1", "symbols": ["O", "C", "C", "C", "N", "N", "N", "H", "H", "H"], "coordinates": [[1.976, 0.353, -0.059], [1.081, -0.611, 0.016], [-0.238, -0.273, -0.057], [-0.835, 1.003, 0.007], [-2.155, 0.904, -0.044], [-2.430, -0.553, -0.002], [-1.341, -1.184, -0.035], [2.860, 0.028, 0.073], [1.439, -1.661, 0.024], [-0.356, 1.994, 0.076]], "mulliken_charge": [-0.410, -0.119, 0.362, 0.003, -0.414, -0.363, -0.189, 0.358, 0.373, 0.398]}